No. 1
{
  "formula": "C20H21N3O5S2",
  "method": "the ωB97M-V functional and the def2-TZVPD basis",
  "symbols": ["C", "C", "H", "H", "O", "C", "O", "C", "C", "N", "N", "C", "H", "C", "H", "H", "C", "H", "H", "O", "C", "O", "C", "C", "C", "C", "C", "S", "H", "H", "H", "H", "H", "N", "C", "O", "C", "C", "C", "C", "C", "S", "H", "H", "H", "H", "H", "H", "H", "H", "H"],
  "coordinates": [[-0.542845, 2.573452, 5.401612], [0.105830, 1.216079, 5.633138], [1.172647, 1.257940, 5.388672], [-0.027428, 0.887131, 6.665647], [-0.513540, 0.203884, 4.840759], [-0.093231, 0.069967, 3.585353], [0.811265, 0.730798, 3.093334], [-0.813680, -0.942424, 2.842733], [-0.512116, -1.306535, 1.521084], [-1.434258, -2.215060, 1.151520], [-2.302703, -2.456493, 2.149125], [-1.949995, -1.713083, 3.164175], [-2.496846, -1.732862, 4.083842], [-1.776292, -2.703902, -0.156552], [-2.198740, -3.703069, -0.040491], [-0.878449, -2.736339, -0.776172], [-2.837143, -1.782922, -0.774798], [-3.723481, -1.755653, -0.131573], [-3.096687, -2.124237, -1.778064], [-2.323310, -0.462494, -0.915106], [-2.635125, 0.431687, 0.027628], [-3.370434, 0.222021, 0.953700], [-1.943764, 1.766534, -0.214764], [-1.354920, 1.881121, -1.575523], [-1.896892, 2.444102, -2.688594], [-1.065414, 2.328642, -3.826378], [0.093171, 1.676363, -3.561691], [0.193477, 1.188532, -1.918365], [0.901485, 1.444724, -4.226464], [-1.323743, 2.716896, -4.795210], [-2.855834, 2.931255, -2.698933], [-2.681358, 2.553006, -0.040304], [-1.169811, 1.859532, 0.553127], [0.574797, -0.798899, 0.836269], [1.361423, -1.380418, -0.116902], [1.084372, -2.413120, -0.684423], [2.655510, -0.616111, -0.356454], [2.952241, -0.418782, -1.808292], [2.740802, -1.256919, -2.856006], [3.167609, -0.715555, -4.090854], [3.706137, 0.521849, -3.962790], [3.703073, 1.058545, -2.328597], [4.113287, 1.158549, -4.723129], [3.075728, -1.231303, -5.030105], [2.283591, -2.222899, -2.748701], [2.637152, 0.350415, 0.147575], [3.452266, -1.220650, 0.094867], [0.967761, -0.019620, 1.376310], [-0.104077, 3.306487, 6.072405], [-0.380576, 2.893467, 4.375172], [-1.612462, 2.513637, 5.587093]],
  "atomic_forces_ev_per_a": [[0.0650, -0.4081, -0.0786], [0.3375, 0.5391, 0.1979], [-0.1789, -0.0619, 0.1256], [0.0475, 0.0028, -0.1427], [-0.2293, -0.2388, -0.0886], [0.0755, -0.1551, -0.2867], [0.0288, 0.1589, 0.2127], [-0.0198, -0.1351, -0.4352], [-0.1386, -0.1283, 0.7935], [0.7275, 0.3418, 0.1348], [-0.7374, -0.4705, 0.3620], [0.3577, 0.1596, -0.3140], [-0.1634, -0.0304, 0.1970], [-0.3447, 0.2373, -0.7777], [0.0765, 0.0592, -0.0018], [-0.2494, -0.0520, 0.1988], [-0.2595, -0.4669, 0.3391], [0.1231, -0.0485, -0.1843], [0.0287, 0.0234, 0.0886], [0.2222, -0.1742, -0.2182], [-0.1650, 0.3855, 0.2349], [-0.0413, 0.0226, 0.0399], [-0.1128, -0.2497, -0.0259], [0.4254, 0.0643, -0.1370], [0.0123, -0.0224, 0.3528], [0.1518, -0.0700, -0.1658], [0.1608, -0.1358, 0.2036], [-0.5640, 0.4449, -0.2130], [0.1695, -0.0324, -0.1776], [-0.0049, 0.0508, -0.1858], [-0.2029, 0.0881, 0.0543], [0.0692, -0.0903, 0.0533], [-0.0964, 0.0335, 0.0632], [0.0327, 0.5090, 0.1328], [0.0753, 0.1237, 0.0788], [0.2024, -0.1369, -0.0288], [0.0323, -0.1898, -0.0439], [0.3000, 0.3333, -0.1211], [-0.0498, -0.0480, 0.1615], [0.0905, 0.1465, -0.1487], [0.1075, 0.2537, 0.2335], [-0.1909, -0.5690, -0.1840], [0.0730, 0.0886, -0.2017], [0.0016, -0.0576, -0.1740], [-0.0760, -0.1400, 0.0636], [0.0073, -0.0515, 0.0800], [-0.0879, 0.0862, 0.0644], [-0.0449, -0.2032, -0.1997], [0.0303, 0.1035, 0.0719], [0.0119, 0.0636, -0.0484], [-0.0861, 0.0465, 0.0445]],
  "total_energy_ha": -2111.6123,
  "e_above_lowest_kcal_mol": 4.42,
  "smiles": "CCOC(=O)c1cnn(CCOC(=O)Cc2cccs2)c1NC(=O)Cc1cccs1",
  "homo_ev": -8.7,
  "total_charge": 0
}



No. 2
{
  "formula": "C20H21N5O3S",
  "method": "the ωB97M-V functional and the def2-TZVPD basis",
  "symbols": ["C", "C", "C", "C", "C", "C", "C", "H", "H", "H", "O", "C", "H", "C", "O", "C", "C", "C", "C", "C", "C", "H", "H", "C", "N", "N", "C", "O", "C", "C", "N", "N", "C", "N", "H", "H", "S", "H", "H", "H", "H", "H", "H", "H", "H", "H", "H", "H", "H", "H"],
  "coordinates": [[0.126524, 2.765029, 0.422297], [1.033138, 2.183045, 1.462777], [2.345266, 1.862712, 1.169022], [3.181128, 1.287670, 2.125328], [2.697065, 1.066415, 3.406382], [1.387173, 1.404586, 3.705549], [0.556291, 1.947749, 2.748414], [-0.469052, 2.183801, 2.988772], [1.014968, 1.225570, 4.703594], [3.306170, 0.617492, 4.174964], [4.452136, 1.002441, 1.685094], [5.266341, 0.110097, 2.406275], [6.294645, 0.357536, 2.125324], [5.010186, -1.367137, 2.041220], [3.688841, -1.774640, 2.314275], [2.687409, -1.485266, 1.432285], [1.393570, -1.528787, 1.962443], [0.306441, -1.214387, 1.185331], [0.471988, -0.874256, -0.161284], [1.757338, -0.889177, -0.697686], [2.856014, -1.181694, 0.085058], [3.835772, -1.144487, -0.364560], [1.904188, -0.645704, -1.740564], [-0.652061, -0.487892, -0.980015], [-1.805386, -0.299294, -0.477957], [-2.808068, 0.091348, -1.286379], [-4.069533, 0.281762, -0.822066], [-4.423932, 0.151058, 0.321277], [-5.030047, 0.738725, -1.939654], [-4.968600, -0.148735, -3.122005], [-3.932487, -0.295613, -3.865060], [-4.066720, -1.170731, -4.856987], [-5.232573, -1.720453, -4.901203], [-5.639794, -2.584563, -5.853303], [-6.442148, -3.160485, -5.666811], [-4.917812, -2.973010, -6.437281], [-6.321753, -1.162252, -3.622839], [-6.037882, 0.761191, -1.526625], [-4.738297, 1.753257, -2.225217], [-2.644747, 0.170838, -2.297429], [-0.465276, -0.340777, -2.052775], [-0.689115, -1.212103, 1.598095], [1.279199, -1.787819, 3.002953], [5.644666, -1.994380, 2.673882], [5.278555, -1.541512, 0.995307], [5.158244, 0.246538, 3.486007], [2.747514, 2.032273, 0.181915], [-0.102366, 3.803979, 0.658980], [0.587637, 2.727647, -0.561237], [-0.810760, 2.212398, 0.396118]],
  "atomic_forces_ev_per_a": [[-0.0029, 0.0230, 0.0402], [0.0984, -0.0245, 0.0521], [0.1636, -0.0460, 0.1406], [-0.1831, 0.2585, 0.0083], [0.4023, -0.0596, 0.0466], [-0.0888, 0.1038, -0.0179], [-0.0186, -0.0070, 0.0979], [-0.1446, 0.0229, 0.0339], [-0.0341, -0.0255, 0.0880], [0.0584, -0.0512, 0.0143], [-0.2344, 0.1107, -0.1142], [0.0369, -0.6039, 0.1405], [-0.0756, -0.0570, 0.1020], [0.3163, 0.5525, -0.0529], [-0.2118, -0.0318, 0.0726], [-0.3873, -0.0933, -0.2563], [0.2823, -0.0493, -0.0230], [0.0947, 0.0174, -0.2159], [0.6278, -0.2284, 0.3233], [-0.4817, -0.0030, 0.0803], [0.4152, -0.1980, 0.2435], [0.0660, 0.0176, 0.0131], [0.0072, 0.0383, -0.1150], [-0.6814, 0.2773, -0.6422], [0.3030, -0.1938, 0.7506], [0.3420, 0.1911, -0.9830], [-0.2505, 0.1282, -0.1327], [-0.1288, -0.0073, 0.2658], [0.1211, 0.0886, 0.4867], [-0.6327, -0.3908, -0.4014], [0.1342, 0.9239, 0.8541], [0.1944, -0.9205, -1.1930], [-0.6651, 0.4859, 0.9102], [-0.2247, -0.3585, -0.4114], [0.1234, -0.0361, -0.0571], [-0.0093, -0.0318, 0.0130], [0.9420, 0.1182, -0.3797], [0.1603, 0.0588, 0.0690], [-0.1025, -0.0331, -0.0268], [-0.0982, -0.1005, 0.3785], [-0.0379, 0.0154, 0.0543], [-0.1172, -0.0104, 0.1034], [-0.0175, 0.0037, 0.1317], [-0.0026, 0.0713, -0.1184], [-0.0077, -0.0430, 0.0908], [0.0510, 0.0261, -0.0838], [0.0308, -0.0067, -0.1464], [-0.0365, 0.0753, -0.0474], [-0.0080, 0.0139, -0.1189], [-0.0878, -0.0113, -0.0679]],
  "total_energy_ha": -1672.3796,
  "e_above_lowest_kcal_mol": 93.33,
  "smiles": "Cc1cccc(OCCOc2ccc(/C=N/NC(=O)Cc3nnc(N)s3)cc2)c1",
  "homo_ev": -7.8,
  "total_charge": 0
}



No. 3
{
  "formula": "C20H21N6O4S2Ti",
  "method": "the ωB97M-V functional and the def2-TZVPD basis",
  "symbols": ["Ti", "C", "C", "C", "C", "C", "C", "N", "C", "C", "C", "C", "C", "C", "N", "N", "C", "C", "C", "C", "C", "N", "H", "H", "H", "H", "H", "H", "H", "H", "H", "H", "H", "H", "H", "O", "S", "O", "O", "O", "C", "N", "C", "S", "N", "C", "H", "H", "H", "H", "H", "H", "H", "H"],
  "coordinates": [[-1.181870, 0.957562, 0.050131], [4.115121, -0.273480, -1.890666], [4.166318, -0.262580, -0.503086], [3.006674, -0.182798, 0.251158], [1.745180, -0.132674, -0.358002], [1.708633, -0.109114, -1.758017], [2.872769, -0.177919, -2.505579], [0.565624, -0.050990, 0.392014], [0.473836, -0.719404, 1.619075], [1.202039, -1.844090, 2.020151], [1.007726, -2.404540, 3.275189], [0.081381, -1.857895, 4.160229], [-0.673233, -0.761896, 3.771777], [-0.508965, -0.224921, 2.504750], [-1.232561, 0.838214, 1.974726], [-1.618906, 1.825896, 2.839010], [-1.766466, 2.925605, 2.141721], [-2.208131, 4.149048, 2.733015], [-2.302602, 5.260020, 1.964882], [-1.984440, 5.199861, 0.578598], [-1.601811, 4.011054, 0.042194], [-1.477506, 2.871936, 0.784160], [5.022162, -0.331648, -2.478141], [5.123510, -0.301637, 0.003602], [3.071421, -0.147184, 1.330312], [0.754490, -0.006876, -2.252775], [2.806268, -0.151257, -3.587334], [1.951190, -2.261267, 1.358817], [1.597575, -3.263773, 3.571401], [-0.051170, -2.290597, 5.143612], [-1.410323, -0.316595, 4.426460], [-2.448663, 4.149174, 3.786552], [-2.630697, 6.194393, 2.405538], [-2.072586, 6.068633, -0.057787], [-1.395994, 3.914939, -1.014935], [-2.426451, 0.437786, -3.266234], [-2.261399, 1.555695, -2.339319], [-2.612258, 2.831454, -2.895387], [-2.944047, 1.263604, -1.026872], [-0.796399, 1.557750, -1.835644], [-0.443442, -2.421920, -3.430916], [-1.137913, -1.822268, -2.306970], [-1.162449, -2.214841, -1.043450], [-2.296241, -1.525263, 0.057309], [-0.346491, -3.173277, -0.565239], [0.939249, -3.604080, -1.098860], [-0.903774, -2.017676, -4.329795], [-0.568705, -3.504692, -3.434968], [0.619371, -2.177372, -3.454036], [-1.756886, -1.034473, -2.552095], [-0.461145, -3.274249, 0.431853], [0.836230, -4.356499, -1.879923], [1.495956, -4.050080, -0.277434], [1.520806, -2.762796, -1.474785]],
  "atomic_forces_ev_per_a": [[-0.4220, -0.3480, 0.1390], [-0.0702, 0.0085, -0.0041], [-0.0103, -0.0028, 0.0084], [0.0759, -0.0049, 0.0231], [-0.0255, -0.0036, 0.0302], [-0.0487, -0.0110, -0.0208], [0.0990, -0.0041, -0.0114], [0.0081, 0.0902, -0.0950], [-0.0182, -0.0255, 0.1092], [0.0348, -0.0172, -0.0957], [-0.0787, 0.0460, 0.0802], [0.0828, -0.0440, -0.0851], [-0.0949, -0.0181, 0.0473], [0.1698, 0.0493, -0.0895], [0.0993, 0.0913, -0.0383], [-0.0169, 0.1312, 0.1219], [0.0592, -0.3992, -0.2118], [0.0516, 0.2115, -0.0769], [-0.0083, -0.0261, 0.0461], [0.0085, 0.0140, -0.0647], [-0.0235, 0.0088, 0.1568], [-0.1563, -0.0023, 0.0421], [0.0065, -0.0010, -0.0058], [0.0042, -0.0006, 0.0081], [-0.0007, -0.0016, 0.0022], [0.0083, -0.0016, 0.0011], [-0.0120, 0.0043, -0.0009], [0.0008, 0.0007, 0.0018], [0.0085, -0.0099, -0.0037], [-0.0122, 0.0039, 0.0103], [0.0116, 0.0062, 0.0018], [0.0182, -0.0379, 0.0103], [0.0003, 0.0057, -0.0195], [-0.0003, 0.0009, 0.0106], [0.0067, -0.0301, 0.0035], [0.0604, 0.0222, 0.0666], [-0.0591, -0.1259, -0.3311], [0.0095, 0.0241, 0.0746], [-0.0733, 0.1898, 0.0427], [0.1999, 0.0311, 0.1513], [0.0011, -0.0078, -0.0230], [-0.0785, 0.0185, 0.0434], [0.0699, -0.0242, -0.0186], [0.1308, 0.2239, -0.0645], [-0.0685, 0.0013, -0.0070], [0.0662, -0.0096, -0.0183], [0.0049, -0.0067, -0.0054], [-0.0012, 0.0073, -0.0192], [-0.0094, -0.0052, 0.0168], [0.0035, -0.0469, 0.0132], [0.0153, 0.0060, 0.0176], [-0.0131, 0.0037, -0.0016], [-0.0133, 0.0025, 0.0116], [-0.0005, 0.0128, 0.0201]],
  "total_energy_ha": -3050.3224,
  "e_above_lowest_kcal_mol": 5.62,
  "homo_ev": [-3.9, -3.9],
  "total_charge": -1
}